{
  "formula": "C23H17AuBrFN6O7S",
  "method": "the ωB97M-V functional and the def2-TZVPD basis",
  "symbols": ["Au", "C", "N", "C", "C", "N", "C", "S", "C", "C", "C", "C", "C", "N", "H", "H", "H", "H", "H", "H", "H", "H", "H", "Br", "C", "C", "C", "C", "C", "C", "C", "O", "O", "H", "H", "H", "H", "O", "C", "N", "F", "C", "C", "N", "C", "C", "O", "O", "C", "O", "N", "C", "O", "H", "H", "H", "H"],
  "positions_angstrom": [[0.88979, 0.45847, -0.32702], [0.59142, 0.22305, 4.09702], [0.23154, -0.94179, 3.29588], [-0.82391, -1.76839, 3.58824], [-0.92252, -2.65270, 2.57685], [0.07888, -2.36225, 1.67243], [0.78366, -1.28716, 2.12415], [2.13255, -0.44604, 1.41503], [0.28323, -3.12199, 0.45834], [-0.16352, -4.42969, 0.37620], [0.09156, -5.09517, -0.81335], [0.77794, -4.45123, -1.82902], [1.16523, -3.13537, -1.63611], [0.90348, -2.48611, -0.50443], [0.48956, -0.03757, 5.14732], [-0.07347, 1.04581, 3.84088], [1.61462, 0.50433, 3.87642], [-1.43380, -1.63028, 4.46257], [-1.63245, -3.43899, 2.40377], [-0.67388, -4.92177, 1.19024], [-0.24158, -6.11712, -0.93530], [0.99467, -4.94936, -2.76282], [1.68614, -2.56363, -2.39231], [3.07435, 6.91405, -0.99866], [3.14763, 5.04123, -1.27794], [2.01119, 4.37209, -1.69457], [2.06958, 2.99909, -1.89523], [3.25540, 2.30401, -1.68730], [4.39306, 3.00504, -1.29734], [4.34394, 4.37055, -1.07634], [3.39778, 0.82425, -1.92445], [4.40924, 0.38766, -2.42623], [2.42923, 0.00961, -1.54781], [1.09294, 4.91572, -1.86869], [1.19042, 2.48320, -2.25450], [5.31990, 2.46177, -1.16929], [5.22455, 4.91250, -0.76118], [-3.55238, 2.07111, 0.44522], [-1.65547, 1.24235, 0.73024], [-0.52036, 0.85286, 1.04111], [-2.85319, 2.30454, 2.63321], [-2.91051, 1.49737, 1.56751], [-2.54997, 1.56848, -0.46609], [-2.99134, 0.39621, -1.16691], [-2.53007, 0.25132, -2.54606], [-1.01048, 0.06821, -2.59446], [-0.49995, -0.78755, -3.27374], [-0.37981, 0.95751, -1.85062], [-3.47177, -0.71514, -0.53048], [-3.64069, -1.77968, -1.08655], [-3.83425, -0.65451, 0.83968], [-3.58130, 0.17255, 1.91845], [-3.83667, -0.16925, 3.04521], [-2.21256, 2.31586, -1.17471], [-2.80590, 1.15333, -3.09476], [-3.00540, -0.61398, -2.99233], [-4.26630, -1.52744, 1.11064]],
  "nbo_charge": [1.336, -0.411, -0.311, -0.038, -0.056, -0.350, 0.306, -0.044, 0.357, -0.270, -0.143, -0.242, 0.087, -0.442, 0.217, 0.242, 0.247, 0.252, 0.245, 0.223, 0.226, 0.233, 0.242, 0.052, -0.072, -0.263, -0.144, -0.187, -0.149, -0.246, 0.767, -0.600, -0.761, 0.226, 0.235, 0.236, 0.229, -0.488, 0.202, -0.628, -0.295, 0.452, 0.187, -0.451, -0.326, 0.777, -0.584, -0.840, 0.805, -0.612, -0.667, 0.641, -0.552, 0.236, 0.221, 0.265, 0.431],
  "e_lumo_ev": -1.43,
  "total_charge": 0,
  "spin_multiplicity": 1,
  "relative_energy_kcal_mol": 58.0,
  "orbital_gap_ha": 0.271
}

{
  "formula": "C3H3NOS3",
  "method": "the ωB97M-V functional and the def2-TZVPD basis",
  "symbols": ["C", "C", "C", "H", "H", "H", "N", "O", "S", "S", "S"],
  "positions_angstrom": [[-1.47968, -0.43168, -0.21958], [0.58496, -0.97448, -0.11562], [0.60605, 0.37113, -0.11779], [-3.31071, 1.08525, -0.28869], [2.83465, -0.83164, 0.63367], [1.73312, 2.26790, 1.03794], [-0.68034, -1.48328, -0.20123], [-0.81255, 0.67913, -0.30317], [-3.26991, -0.32468, -0.05670], [2.03134, -1.98282, -0.15844], [1.76307, 1.62517, -0.21040]],
  "nbo_charge": [0.411, -0.021, -0.066, 0.172, 0.174, 0.142, -0.516, -0.438, 0.041, 0.035, 0.068],
  "e_lumo_ev": 0.30,
  "total_charge": 0,
  "smiles": "Sc1nc(S)c(S)o1",
  "spin_multiplicity": 1,
  "relative_energy_kcal_mol": 32.8,
  "orbital_gap_ha": 0.329
}

{
  "formula": "C28H53BiBrN6O3PS",
  "method": "the ωB97M-V functional and the def2-TZVPD basis",
  "symbols": ["Bi", "N", "C", "C", "O", "N", "C", "C", "O", "O", "H", "H", "H", "H", "H", "H", "C", "C", "N", "C", "C", "S", "C", "C", "N", "H", "H", "H", "H", "H", "H", "H", "H", "H", "H", "H", "H", "H", "H", "C", "C", "C", "C", "C", "Br", "N", "C", "H", "H", "H", "H", "H", "H", "C", "C", "C", "C", "P", "N", "C", "C", "C", "C", "C", "C", "C", "C", "H", "H", "H", "H", "H", "H", "H", "H", "H", "H", "H", "H", "H", "H", "H", "H", "H", "H", "H", "H", "H", "H", "H", "H", "H", "H", "H"],
  "positions_angstrom": [[-0.07870, 0.06701, 0.52396], [0.98550, 3.86219, -0.46575], [2.31931, 3.28464, -0.72144], [2.01075, 1.81421, -0.99060], [1.78302, 1.43787, -2.13088], [1.82648, 1.03866, 0.10912], [2.68491, 1.16708, 1.27079], [2.55663, -0.07926, 2.15449], [3.50922, -0.44897, 2.82498], [1.38877, -0.63694, 2.15220], [0.57636, 3.42677, 0.36258], [1.05393, 4.85685, -0.29335], [2.73490, 3.74267, -1.61694], [3.01385, 3.41764, 0.11425], [3.72802, 1.25590, 0.96821], [2.42614, 2.00805, 1.92735], [-3.22547, -0.11726, -1.70405], [-2.65889, 1.21170, -1.20883], [-1.23677, 1.36555, -1.52711], [-0.93198, 1.31379, -2.95910], [-0.54505, -0.06439, -3.53370], [0.35911, -1.14245, -2.37911], [-0.72986, -2.61008, -2.34006], [-2.22655, -2.35837, -2.09593], [-2.48663, -1.25225, -1.18763], [-3.16067, -0.13285, -2.79234], [-4.29402, -0.14714, -1.45170], [-2.75280, 1.26749, -0.12347], [-3.26489, 2.01619, -1.64978], [-0.90310, 2.25553, -1.15901], [-0.08492, 1.96934, -3.12351], [-1.78067, 1.69850, -3.54179], [0.12037, 0.10285, -4.37912], [-1.40260, -0.63439, -3.88400], [-0.30261, -3.18134, -1.52346], [-0.59625, -3.17735, -3.26375], [-2.65026, -3.29033, -1.71077], [-2.71907, -2.16491, -3.05268], [-2.82395, -1.56052, -0.28814], [4.81217, -2.92947, 0.93113], [3.34751, -3.21401, 1.07057], [2.85186, -3.99174, 2.11188], [1.48706, -4.16138, 2.27027], [0.67262, -3.51460, 1.36198], [-1.22045, -3.64601, 1.52994], [1.10390, -2.80082, 0.35017], [2.42023, -2.64972, 0.20575], [5.40809, -3.80265, 1.19552], [5.06643, -2.11274, 1.61059], [5.05419, -2.62342, -0.08586], [3.53938, -4.46078, 2.80475], [1.07115, -4.75741, 3.06888], [2.72651, -2.03299, -0.63438], [-1.64626, 4.91540, 2.35544], [-2.49406, 3.66856, 2.65014], [-3.49039, 3.99148, 3.76735], [-3.27236, 3.40503, 1.35657], [-1.31471, 2.19812, 2.99174], [-0.67846, 1.79805, 1.62314], [-0.01212, 2.85673, 4.24010], [-0.52452, 3.70028, 5.41031], [1.01678, 3.66950, 3.43075], [0.70706, 1.63321, 4.82743], [-2.32473, 0.82370, 3.88030], [-3.50684, 0.50767, 2.95054], [-1.49745, -0.46080, 4.01021], [-2.85011, 1.16244, 5.27697], [-2.26759, 5.65184, 1.83956], [-0.81188, 4.66869, 1.69794], [-1.26329, 5.38870, 3.25687], [-3.95243, 4.96062, 3.55815], [-3.01771, 4.05269, 4.74523], [-4.29264, 3.25468, 3.80814], [-3.92128, 4.26296, 1.15930], [-3.90576, 2.52226, 1.40621], [-2.57558, 3.30387, 0.52603], [-0.96381, 4.64568, 5.09754], [0.32926, 3.93245, 6.05319], [-1.25556, 3.16317, 6.01471], [0.79718, 4.73560, 3.43242], [1.03991, 3.32007, 2.39820], [2.01662, 3.54045, 3.85065], [0.11466, 1.17013, 5.61643], [1.65416, 1.94350, 5.27395], [0.92717, 0.88734, 4.06428], [-3.16936, 0.42018, 1.91499], [-4.28587, 1.26667, 3.01061], [-3.95411, -0.44810, 3.23505], [-0.91268, -0.67039, 3.12470], [-2.17315, -1.30347, 4.17181], [-0.80680, -0.42705, 4.84778], [-3.43146, 2.07956, 5.31197], [-2.03832, 1.23982, 5.99958], [-3.50056, 0.34513, 5.60184]],
  "mulliken_charge": [1.672, -0.385, -0.566, -0.104, -0.600, 0.439, 0.052, 0.041, -0.805, -0.476, -0.343, 0.348, 0.464, 0.270, 0.571, -0.158, -1.356, 0.521, 0.117, -1.175, -0.937, 0.006, -0.314, -1.223, 0.231, 0.488, 0.520, -0.909, 0.530, 0.086, 0.636, 0.418, 0.630, 0.492, 0.124, 0.528, 0.455, 0.388, 0.212, -1.565, 0.479, -0.329, -0.824, 0.306, -0.152, -0.040, -0.215, 0.444, 0.265, 0.362, 0.429, 0.445, 0.378, -1.679, 2.340, -2.177, -1.958, -1.130, 0.034, 2.710, -1.929, -1.594, -2.028, 2.414, -1.911, -2.045, -2.014, 0.647, -0.012, 0.297, 0.545, 0.299, 0.345, 0.650, 0.236, 0.244, 0.315, 0.521, 0.283, 0.300, 0.285, 0.531, 0.231, 0.665, 0.282, 0.254, 0.225, 0.660, 0.394, 0.588, 0.196, 0.259, 0.318, 0.542],
  "e_lumo_ev": 0.42,
  "total_charge": 0,
  "spin_multiplicity": 1,
  "relative_energy_kcal_mol": 0.0,
  "orbital_gap_ha": 0.304
}

{
  "formula": "C5H8",
  "method": "the ωB97M-V functional and the def2-TZVPD basis",
  "symbols": ["C", "C", "C", "C", "C", "H", "H", "H", "H", "H", "H", "H", "H"],
  "positions_angstrom": [[-0.08523, -0.87182, 0.75600], [-1.12779, 0.15671, 0.18324], [-0.35978, 1.17687, -0.66667], [0.78950, 0.54456, -0.88244], [1.23446, -0.21690, 0.34875], [-0.15246, -1.86591, 0.28569], [-0.21410, -1.03809, 1.83199], [-1.73189, -0.36407, -0.57656], [-1.77351, 0.59633, 0.92799], [-0.82372, 1.83229, -1.40595], [1.07926, 0.28167, -1.88590], [2.09019, -0.87058, 0.17415], [1.52470, 0.52008, 1.11062]],
  "nbo_charge": [-0.399, -0.424, -0.210, -0.172, -0.446, 0.201, 0.210, 0.210, 0.200, 0.204, 0.207, 0.210, 0.209],
  "e_lumo_ev": 0.98,
  "total_charge": 0,
  "smiles": "C1=CCCC1",
  "spin_multiplicity": 1,
  "relative_energy_kcal_mol": 36.5,
  "orbital_gap_ha": 0.347
}

{
  "formula": "C4H6OS2",
  "method": "the ωB97M-V functional and the def2-TZVPD basis",
  "symbols": ["C", "C", "C", "C", "O", "S", "S", "H", "H", "H", "H", "H", "H"],
  "positions_angstrom": [[1.47280, -0.43189, 0.12641], [-0.83230, 0.01281, -0.60370], [-0.74150, -1.00902, 0.63543], [0.57391, 0.62310, -0.59968], [0.67870, -1.28788, 0.74401], [3.09216, -0.30007, -0.16757], [0.54444, 2.17193, 0.32339], [-1.10700, -0.69103, -1.51468], [-1.75270, 0.55768, -0.39461], [-1.03427, -0.51747, 1.49418], [-1.37535, -1.91997, 0.25917], [0.78288, 0.92250, -1.65060], [-0.30176, 1.86932, 1.34827]],
  "nbo_charge": [0.248, -0.435, -0.072, -0.461, -0.477, -0.048, 0.014, 0.214, 0.233, 0.184, 0.214, 0.273, 0.111],
  "e_lumo_ev": 0.29,
  "total_charge": 0,
  "smiles": "S=C1OCC[C@H]1S",
  "spin_multiplicity": 1,
  "relative_energy_kcal_mol": 39.3,
  "orbital_gap_ha": 0.329
}

{
  "formula": "C23H39NO2",
  "method": "the ωB97M-V functional and the def2-TZVPD basis",
  "symbols": ["C", "C", "C", "H", "C", "C", "H", "H", "C", "C", "H", "H", "H", "C", "C", "C", "H", "C", "C", "H", "H", "H", "C", "C", "O", "O", "H", "C", "N", "H", "C", "C", "H", "H", "H", "C", "H", "C", "C", "H", "H", "C", "C", "H", "H", "H", "C", "H", "H", "H", "H", "H", "H", "H", "H", "H", "H", "H", "H", "H", "H", "H", "H", "H", "H"],
  "positions_angstrom": [[1.43824, -4.63023, -2.87524], [0.67005, -3.59853, -3.18377], [0.12696, -3.39981, -4.56994], [0.49277, -4.17972, -5.23900], [-1.40210, -3.41422, -4.52763], [-1.91152, -2.36996, -3.54066], [-3.00250, -2.40097, -3.49936], [-1.62383, -1.37877, -3.90273], [-1.34100, -2.57205, -2.12615], [-1.84734, -3.89281, -1.53904], [-2.90192, -4.02256, -1.77350], [-1.74950, -3.90505, -0.45837], [-1.29512, -4.73609, -1.94603], [-1.80906, -1.39696, -1.25436], [-1.08172, -1.22705, 0.07547], [0.43568, -1.45866, 0.05739], [0.96461, -0.55589, -0.25076], [0.82788, -2.64106, -0.82924], [0.20282, -2.54012, -2.21720], [0.48100, -1.56515, -2.64088], [0.51039, -3.57096, -0.35578], [1.91569, -2.66058, -0.91822], [0.70040, -1.78722, 1.52729], [-0.60875, -2.44730, 1.94433], [-0.79262, -3.14489, 2.90028], [-1.57607, -2.12141, 1.08046], [1.53752, -2.47462, 1.66186], [0.93170, -0.53994, 2.39629], [2.08065, 0.18567, 1.89057], [2.92258, -0.34582, 2.08744], [2.24876, 1.56120, 2.34664], [2.31406, 1.70601, 3.87177], [1.35131, 1.47668, 4.32292], [3.06001, 1.02820, 4.28367], [2.59033, 2.72087, 4.14304], [1.15206, 2.44434, 1.73551], [0.22814, 2.32343, 2.30179], [1.53297, 3.92278, 1.70151], [0.56217, 4.77156, 0.87807], [0.57039, 4.40615, -0.15219], [0.93138, 5.80035, 0.86343], [-0.88860, 4.78608, 1.37407], [-1.73989, 5.63013, 0.42606], [-1.68272, 5.24519, -0.58984], [-1.39244, 6.66122, 0.42143], [-2.78225, 5.62189, 0.73666], [-0.99984, 5.33113, 2.79563], [-2.04482, 5.40871, 3.08811], [-0.49930, 4.68074, 3.50791], [-0.55310, 6.32140, 2.85735], [-1.27879, 3.76324, 1.35895], [2.52633, 4.02058, 1.25585], [1.59206, 4.31449, 2.71710], [0.97614, 2.09789, 0.71469], [3.21081, 1.88279, 1.92773], [0.05907, 0.11280, 2.33205], [1.03428, -0.86526, 3.44336], [-1.29249, -0.20937, 0.43865], [-2.87476, -1.50249, -1.04412], [-1.66726, -0.46675, -1.81014], [-1.74651, -4.40623, -4.23350], [-1.80166, -3.20402, -5.52207], [0.46364, -2.43365, -4.95721], [1.82197, -4.80611, -1.88650], [1.72267, -5.35326, -3.62189]],
  "nbo_charge": [-0.422, 0.066, -0.439, 0.212, -0.392, -0.389, 0.208, 0.194, -0.003, -0.645, 0.213, 0.227, 0.220, -0.417, 0.108, -0.244, 0.241, -0.399, -0.274, 0.207, 0.206, 0.221, -0.323, 0.797, -0.568, -0.503, 0.228, -0.216, -0.640, 0.357, -0.018, -0.637, 0.205, 0.208, 0.213, -0.418, 0.195, -0.393, -0.385, 0.197, 0.199, -0.216, -0.597, 0.205, 0.200, 0.206, -0.609, 0.210, 0.205, 0.202, 0.191, 0.201, 0.197, 0.209, 0.189, 0.193, 0.191, 0.182, 0.225, 0.212, 0.202, 0.210, 0.202, 0.197, 0.197],
  "e_lumo_ev": 0.61,
  "total_charge": 0,
  "smiles": "C=C1CCC[C@]2(C)C[C@H]3OC(=O)[C@H](CN[C@H](C)CCCC(C)C)[C@H]3C[C@@H]12",
  "spin_multiplicity": 1,
  "relative_energy_kcal_mol": 12.5,
  "orbital_gap_ha": 0.353
}